Formula: C17H21Br6N5O10
Source: the OMol25 dataset
Level of theory: the ωB97M-V functional and the def2-TZVPD basis

ORCA input file:
```
! RIJCOSX wB97M-V def2-TZVPD def2/J DEFGRID3
* xyz 0 1
C -20.333 -17.589 -17.409
N -19.999 -17.936 -16.023
O -19.524 -17.087 -15.289
O -20.314 -19.045 -15.619
H -19.729 -16.838 -17.918
H -21.374 -17.297 -17.546
H -20.197 -18.540 -17.924
C -19.567 -22.444 -4.075
N -18.667 -21.844 -5.063
O -19.032 -21.841 -6.249
O -17.577 -21.415 -4.698
H -19.974 -21.736 -3.352
H -18.999 -23.242 -3.596
H -20.406 -22.833 -4.652
C -25.710 -29.433 -11.161
N -26.565 -29.043 -10.021
O -27.026 -29.951 -9.302
O -26.678 -27.860 -9.708
H -24.903 -30.050 -10.765
H -25.134 -28.556 -11.456
H -26.326 -29.833 -11.966
C -13.507 -22.853 -11.262
C -12.373 -22.071 -11.495
C -12.208 -21.247 -12.598
C -13.256 -21.215 -13.535
C -14.383 -22.046 -13.381
C -14.521 -22.722 -12.168
N -13.198 -20.396 -14.744
O -12.223 -19.674 -14.941
O -14.047 -20.509 -15.601
H -13.570 -23.509 -10.406
H -11.595 -22.004 -10.750
H -11.372 -20.565 -12.643
H -15.205 -22.118 -14.077
H -15.392 -23.359 -12.125
C -25.108 -20.772 -5.839
C -26.038 -21.861 -5.988
C -26.354 -22.651 -4.923
C -25.884 -22.304 -3.630
C -25.084 -21.127 -3.464
C -24.702 -20.412 -4.565
N -26.184 -23.020 -2.344
O -25.509 -22.799 -1.370
O -27.013 -23.905 -2.330
H -24.694 -20.233 -6.678
H -26.250 -22.228 -6.982
H -27.028 -23.478 -5.088
H -24.678 -20.824 -2.510
H -24.113 -19.507 -4.559
C -21.803 -24.130 -11.736
Br -23.719 -23.621 -12.039
Br -21.032 -25.000 -13.333
Br -21.547 -25.216 -10.156
H -21.291 -23.190 -11.531
C -18.121 -30.677 -12.190
Br -19.215 -31.242 -13.716
Br -16.181 -30.439 -12.588
Br -18.304 -31.924 -10.757
H -18.503 -29.761 -11.738
*
```

Summary:
M ... 934.8 g/mol
HOMO-LUMO gap ... 9.55 eV
Highest occupied orbital energy ... -10.13 eV
ΔE to the lowest compared entry with this formula, charge and spin ... 11.3 kcal/mol
Lowest unoccupied orbital energy ... -0.021 hartree
Strongest force on any atom ... 3.1 eV Å⁻¹


Formula: C17H21Cl2FO6Si
Source: the OMol25 dataset
Level of theory: the ωB97M-V functional and the def2-TZVPD basis

ORCA input file:
```
! RIJCOSX wB97M-V def2-TZVPD def2/J DEFGRID3
* xyz 0 1
C 3.850 1.696 0.621
C 2.797 2.595 -0.006
Cl 2.998 2.647 -1.779
C 1.344 2.245 0.429
C 0.369 1.870 -0.650
C 0.201 0.654 -1.194
Si 1.100 -0.964 -0.771
C 2.668 -1.203 -1.768
C 1.430 -1.157 1.067
C -0.067 -2.366 -1.231
C -0.801 0.563 -2.298
O -0.652 -0.165 -3.256
C -1.979 1.460 -2.198
C -1.832 2.659 -1.633
C -2.927 3.678 -1.486
C -3.622 3.441 -0.174
O -3.375 3.975 0.844
Cl -4.862 2.165 -0.236
C -0.474 3.012 -1.128
O -0.082 4.158 -1.097
H 3.927 0.731 0.130
H 3.567 1.517 1.660
H 4.814 2.197 0.639
H 2.999 3.609 0.321
H 1.358 1.493 1.212
H 0.960 3.157 0.882
H 3.196 -2.051 -1.330
H 2.399 -1.437 -2.795
H 3.332 -0.343 -1.769
H 1.827 -2.166 1.195
H 0.512 -1.092 1.647
H 2.179 -0.478 1.470
H -1.108 -2.076 -1.109
H 0.145 -3.244 -0.623
H 0.091 -2.646 -2.270
H -2.928 1.156 -2.617
H -3.635 3.603 -2.307
H -2.513 4.682 -1.449
O -0.230 -5.948 2.032
C -0.868 -4.978 2.250
O -0.996 -4.384 3.462
C -1.707 -3.155 3.294
C -2.447 -3.395 1.995
F -2.582 -2.260 1.265
O -1.591 -4.292 1.315
H -0.997 -2.333 3.189
H -2.359 -2.973 4.143
H -3.429 -3.856 2.111
*
```

Summary:
M ... 439.3 g/mol
HOMO-LUMO gap ... 8.60 eV
Highest occupied orbital energy ... -9.84 eV
Structure (SMILES) ... C[C@@H](Cl)CC1=C([Si](C)(C)C)C(=O)C=C(CC(=O)Cl)C1=O.O=C1OC[C@@H](F)O1
Lowest unoccupied orbital energy ... -0.046 hartree
Strongest force on any atom ... 0.7 eV Å⁻¹


Formula: C17H21Cl2NO4S2Sn
Source: the OMol25 dataset
Level of theory: the ωB97M-V functional and the def2-TZVPD basis

ORCA input file:
```
! RIJCOSX wB97M-V def2-TZVPD def2/J DEFGRID3
* xyz -2 1
C 0.312 -1.138 -2.042
C 1.162 0.008 -2.220
C 0.332 1.163 -2.278
C 2.622 0.001 -2.410
C -1.026 0.746 -2.171
C -1.044 -0.678 -2.025
C -2.247 -1.517 -1.905
C 0.741 -2.543 -1.975
C 0.803 2.548 -2.463
C -2.210 1.623 -2.228
Sn 0.072 -0.143 0.655
Cl 4.384 1.454 0.960
Cl 2.270 -1.078 0.796
O -1.793 0.655 0.829
H 3.054 -0.967 -2.134
H 3.118 0.772 -1.801
H 2.853 0.188 -3.471
H 1.760 2.700 -1.950
H 0.070 3.262 -2.070
H 0.947 2.770 -3.531
H -2.035 2.563 -1.685
H -3.085 1.124 -1.794
H -2.444 1.878 -3.274
H -3.051 -0.993 -1.373
H -2.031 -2.448 -1.370
H -2.607 -1.768 -2.913
H 1.710 -2.655 -1.477
H 0.826 -2.920 -3.003
H 0.011 -3.156 -1.437
H -1.657 1.616 0.917
O -0.731 -1.932 1.131
H -1.652 -1.780 1.396
O 3.650 1.340 5.486
S 3.046 0.484 4.483
O 3.620 -0.810 4.261
N 2.653 1.325 3.034
C 1.347 1.464 2.887
S 0.814 2.138 1.371
C 0.486 0.898 3.941
C -0.891 0.650 4.022
C -1.385 -0.015 5.144
C -0.520 -0.530 6.130
C 0.871 -0.402 5.974
C 1.331 0.303 4.877
H -1.543 0.935 3.211
H -2.460 -0.146 5.260
H -0.913 -1.033 7.023
H 1.593 -0.807 6.677
*
```

Summary:
M ... 557.1 g/mol
HOMO-LUMO gap ... 5.07 eV
Highest occupied orbital energy ... -0.80 eV
ΔE to the lowest compared entry with this formula, charge and spin ... 17.6 kcal/mol
Lowest unoccupied orbital energy ... 0.157 hartree
Strongest force on any atom ... 3.0 eV Å⁻¹